No. 1
C22H25ClEuNO5 | ωB97M-V with the def2-TZVPD basis set

**E_HOMO (alpha / beta)**: -7.76 / -7.75 eV
**Multiplicity**: 7
**E**: -66789.571 eV
**HOMO-LUMO gap (alpha / beta)**: 7.35 / 7.38 eV
**<S²>**: 12.0386

Element x y z (Å)
C  2.00590  0.08080  1.56744
C  2.45561  -0.48975  0.32841
C  2.35247  0.53478  -0.67825
H  2.72865  -1.52858  0.19418
C  1.84675  1.75667  -0.06378
C  1.62758  1.46315  1.32899
H  1.46750  2.62452  -0.58469
C  -1.25004  -1.60494  1.51376
C  -0.17190  -2.33200  0.88558
C  -0.45132  -2.41214  -0.50806
H  0.76117  -2.65520  1.37345
C  -1.70772  -1.72549  -0.73346
C  -2.18806  -1.21175  0.50946
H  2.54088  0.38966  -1.72377
H  1.07129  2.12148  1.99222
H  2.03178  -0.49916  2.45283
H  -3.03510  -0.51042  0.66438
H  0.20824  -2.79762  -1.28826
H  -1.47198  -1.48379  2.54041
Eu  -0.13041  0.16037  0.02720
C  -2.40374  -1.50877  -2.05983
C  -3.79782  -2.12806  -1.89618
C  -1.64243  -2.19798  -3.20592
H  -3.70174  -3.11952  -1.43357
H  -4.28500  -2.23982  -2.87229
H  -4.43102  -1.50460  -1.25035
H  -1.69806  -3.28749  -3.07459
H  -0.58355  -1.89681  -3.24195
H  -2.11052  -1.93904  -4.16645
C  -2.58444  0.01865  -2.40758
C  -1.31936  0.74289  -2.84637
H  -3.04948  0.54834  -1.54210
H  -3.30495  0.10402  -3.24929
O  -0.21911  0.67177  -2.19433
N  -1.31538  1.54074  -3.91596
C  -0.23622  2.54414  -4.07249
H  -1.85710  1.21906  -4.72059
C  1.15038  2.00147  -4.36080
C  2.30002  2.65102  -3.88231
H  2.18328  3.53970  -3.25126
C  3.56992  2.15413  -4.19861
H  4.45779  2.66116  -3.81512
C  3.69571  1.01633  -5.01150
H  4.68773  0.63173  -5.26582
C  2.54870  0.38322  -5.50590
H  2.62536  -0.50162  -6.14404
C  1.27655  0.88056  -5.19082
H  0.37139  0.40029  -5.58036
H  -0.20352  3.19042  -3.17445
H  -0.59192  3.13165  -4.91845
O  1.02464  1.00913  4.25444
Cl  -0.04608  0.09415  3.82470
O  0.33611  -1.28728  4.14804
O  -1.40842  0.40316  4.33219
O  -0.14844  0.23828  2.31847

No. 2
C22H25ClN2PPmS | ωB97M-V with the def2-TZVPD basis set

**E_HOMO (alpha / beta)**: -14.16 / -14.15 eV
**Multiplicity**: 5
**Charge**: +2
**E**: -75387.434 eV
**HOMO-LUMO gap (alpha / beta)**: 7.10 / 7.30 eV
**<S²>**: 6.0094
**Relative energy (zero: lowest compared OMol25 entry of this formula, charge and spin)**: 14.8 kcal/mol

Element x y z (Å)
Pm  0.01228  0.52881  1.46771
Cl  0.03794  1.61853  3.74000
P  0.02653  0.54042  -1.18496
C  -1.35891  -0.25959  -1.81238
C  -1.16383  -0.99612  -2.98170
C  -2.26351  -1.53916  -3.58755
C  -3.55173  -1.38111  -3.05637
C  -3.71236  -0.66226  -1.86359
C  -2.63238  -0.10919  -1.21584
C  -0.23337  2.37120  -1.24055
C  0.63628  3.25474  -0.56029
C  0.46870  4.62636  -0.73866
C  -0.54059  5.11879  -1.56872
C  -1.39567  4.22448  -2.23246
C  -1.25003  2.85918  -2.07548
C  1.61482  0.20299  -1.77650
C  2.67849  -0.28558  -0.98623
C  3.88495  -0.50760  -1.61096
C  4.05654  -0.23734  -2.97824
C  2.98162  0.28369  -3.70903
C  1.76420  0.52268  -3.12526
H  1.43506  2.86177  0.08310
H  1.13650  5.31457  -0.21639
H  -0.66527  6.18999  -1.70268
H  -2.17789  4.60565  -2.88318
H  -1.91323  2.15278  -2.57450
H  -0.16035  -1.12216  -3.37457
H  -2.13233  -2.11868  -4.50857
H  -4.41422  -1.81940  -3.55630
H  -4.71235  -0.54412  -1.43244
H  -2.73425  0.43447  -0.27936
H  2.53042  -0.46557  0.08102
H  4.72884  -0.89492  -1.02825
H  5.01645  -0.41866  -3.45897
H  3.11705  0.51577  -4.77221
H  0.93148  0.95348  -3.67190
H  -0.09739  -5.96378  -4.84660
H  0.65393  -5.93096  -4.81409
S  -0.07237  -2.06358  1.81377
C  -0.05944  -1.83606  3.57052
N  -1.21539  -1.67442  4.21680
C  -1.26379  -1.77306  5.68853
C  -0.07502  -0.98144  6.19116
C  1.22040  -1.57369  5.68007
N  1.10314  -1.86097  4.23087
H  -2.10476  -1.49748  3.72168
H  -1.14936  -2.81955  5.96916
H  -2.21833  -1.40180  6.06076
H  -0.06375  -0.96838  7.27855
H  -0.17918  0.05732  5.84933
H  1.45505  -2.52011  6.17811
H  2.04243  -0.87787  5.85526
H  1.97795  -2.13306  3.74843